Record 1
Formula: C37H50N2O16
Source: the OMol25 dataset
Level of theory: the ωB97M-V functional and the def2-TZVPD basis

Results
DFT total energy in a.u.: -2753.24203
Structure (SMILES): NCN1C(=O)c2ccccc2C1=O.O=C1CCCO1.O=C1CCCO1.O=C1CCCO1.O=C1CCCO1.O=C1CCCO1.O=C1CCCO1.O=C1CCCO1

Element x y z (Å)
1 N -0.439 5.337 1.729
2 C 0.503 4.625 0.818
3 N 0.191 3.186 0.713
4 C 1.344 2.297 0.526
5 O 1.668 1.720 -0.465
6 C 1.969 2.312 1.958
7 C 3.313 2.150 2.446
8 C 3.483 2.281 3.918
9 C 2.349 2.587 4.825
10 C 0.958 2.742 4.320
11 C 0.798 2.602 2.897
12 C -0.441 2.685 1.946
13 O -1.582 2.391 2.117
14 H -0.110 5.246 2.700
15 H -0.321 6.341 1.542
16 H 1.542 4.854 1.187
17 H 0.418 5.113 -0.193
18 H 4.147 1.955 1.742
19 H 4.505 2.179 4.347
20 H 2.508 2.714 5.919
21 H 0.089 2.988 4.965
22 O 2.976 -3.043 2.007
23 C 1.969 -2.408 1.856
24 C 0.820 -2.763 0.942
25 C 0.059 -1.453 0.864
26 C 0.369 -0.819 2.202
27 O 1.691 -1.265 2.538
28 H 0.228 -3.554 1.407
29 H 1.179 -3.077 -0.036
30 H -1.007 -1.575 0.683
31 H 0.466 -0.842 0.063
32 H -0.320 -1.149 2.986
33 H 0.363 0.266 2.155
34 O -0.173 -1.667 -1.729
35 C 0.580 -1.564 -2.665
36 C 0.624 -0.425 -3.651
37 C 1.450 -1.013 -4.780
38 C 2.339 -1.998 -4.052
39 O 1.550 -2.468 -2.944
40 H 1.122 0.430 -3.186
41 H -0.376 -0.155 -3.982
42 H 2.007 -0.272 -5.349
43 H 0.794 -1.547 -5.474
44 H 3.244 -1.530 -3.660
45 H 2.622 -2.839 -4.683
46 O -2.348 -0.386 -5.203
47 C -3.000 0.565 -4.864
48 C -4.462 0.559 -4.507
49 C -4.812 2.035 -4.554
50 C -3.495 2.689 -4.190
51 O -2.482 1.813 -4.707
52 H -4.577 0.144 -3.497
53 H -5.039 -0.016 -5.229
54 H -5.630 2.315 -3.889
55 H -5.097 2.313 -5.572
56 H -3.359 2.776 -3.108
57 H -3.389 3.677 -4.639
58 O 5.967 -8.341 5.275
59 C 5.223 -7.589 4.712
60 C 5.301 -7.181 3.260
61 C 4.396 -5.961 3.222
62 C 3.406 -6.258 4.328
63 O 4.144 -7.011 5.304
64 H 4.917 -7.994 2.641
65 H 6.323 -6.934 2.978
66 H 3.923 -5.794 2.255
67 H 4.973 -5.068 3.472
68 H 2.566 -6.867 3.982
69 H 3.018 -5.349 4.785
70 O -4.961 -0.288 -1.847
71 C -4.889 -1.122 -0.984
72 C -3.630 -1.549 -0.270
73 C -4.060 -2.849 0.385
74 C -5.543 -2.625 0.601
75 O -5.960 -1.785 -0.487
76 H -3.365 -0.788 0.468
77 H -2.812 -1.700 -0.974
78 H -3.521 -3.080 1.303
79 H -3.908 -3.678 -0.312
80 H -5.753 -2.107 1.541
81 H -6.106 -3.558 0.580
82 O -6.950 2.144 4.937
83 C -6.206 2.273 4.006
84 C -6.190 3.431 3.035
85 C -5.358 2.878 1.891
86 C -4.444 1.899 2.600
87 O -5.216 1.394 3.703
88 H -5.710 4.287 3.512
89 H -7.198 3.685 2.714
90 H -4.818 3.640 1.330
91 H -6.006 2.341 1.192
92 H -3.550 2.378 2.992
93 H -4.148 1.074 1.952
94 O 4.518 -0.109 -5.357
95 C 4.715 0.884 -4.716
96 C 6.054 1.538 -4.475
97 C 5.749 2.471 -3.316
98 C 4.283 2.789 -3.534
99 O 3.727 1.608 -4.129
100 H 6.349 2.084 -5.373
101 H 6.809 0.799 -4.211
102 H 6.382 3.358 -3.286
103 H 5.875 1.936 -2.371
104 H 4.137 3.627 -4.220
105 H 3.766 3.004 -2.599

---

Record 2
Formula: C37H50N3O3P2PtS3
Source: the OMol25 dataset
Level of theory: the ωB97M-V functional and the def2-TZVPD basis

Results
DFT total energy in a.u.: -3826.37031
Net charge: +1

Element x y z (Å)
1 Pt 0.390 0.214 0.231
2 C 1.300 3.530 -1.022
3 P 0.041 2.313 -0.514
4 C -0.891 2.101 -2.090
5 N -1.369 3.144 -2.715
6 C -2.074 2.918 -3.851
7 C -2.635 4.012 -4.553
8 C -3.370 3.783 -5.676
9 C -3.579 2.464 -6.153
10 C -3.042 1.393 -5.503
11 C -2.269 1.601 -4.336
12 N -1.691 0.542 -3.718
13 C -1.015 0.789 -2.626
14 P -0.029 -0.521 -1.830
15 C -0.950 -2.052 -2.012
16 C 1.456 -0.684 -2.936
17 C 2.157 0.668 -3.069
18 C 2.422 -1.686 -2.296
19 C 1.034 -1.186 -4.321
20 C -1.026 3.279 0.695
21 C -1.879 2.335 1.547
22 C -0.090 4.084 1.608
23 C -1.954 4.262 -0.025
24 H 0.818 4.460 -1.323
25 H 1.853 3.138 -1.874
26 H 1.990 3.727 -0.204
27 H -2.468 5.008 -4.166
28 H -3.806 4.613 -6.216
29 H -4.171 2.313 -7.046
30 H -3.181 0.378 -5.850
31 H -1.344 -2.096 -3.027
32 H -1.761 -2.085 -1.288
33 H -0.290 -2.897 -1.819
34 H 2.493 1.030 -2.095
35 H 1.518 1.423 -3.534
36 H 3.037 0.547 -3.702
37 H 2.733 -1.372 -1.299
38 H 3.308 -1.767 -2.931
39 H 1.982 -2.683 -2.226
40 H 0.303 -0.537 -4.799
41 H 0.625 -2.195 -4.278
42 H 1.924 -1.221 -4.954
43 H -1.282 1.682 2.183
44 H -2.534 1.714 0.937
45 H -2.518 2.946 2.190
46 H 0.663 3.461 2.086
47 H -0.696 4.531 2.399
48 H 0.410 4.894 1.079
49 H -2.730 3.749 -0.590
50 H -1.425 4.929 -0.705
51 H -2.443 4.871 0.738
52 O -0.152 -1.679 0.809
53 C -1.009 -2.052 1.847
54 C -0.698 -1.390 3.179
55 C -1.489 -0.591 3.946
56 C -0.875 -0.202 5.171
57 C 0.368 -0.735 5.314
58 S 0.804 -1.695 3.967
59 C -2.467 -1.759 1.475
60 C -2.942 -0.868 0.562
61 C -4.362 -0.851 0.469
62 C -4.939 -1.743 1.319
63 S -3.769 -2.609 2.215
64 C -0.883 -3.562 1.996
65 C -0.970 -4.342 3.108
66 C -0.920 -5.736 2.813
67 C -0.800 -5.978 1.482
68 S -0.745 -4.525 0.577
69 H -2.487 -0.298 3.653
70 H -1.350 0.421 5.915
71 H 1.040 -0.632 6.152
72 H -2.289 -0.243 -0.032
73 H -4.922 -0.215 -0.201
74 H -5.988 -1.949 1.453
75 H -1.081 -3.943 4.106
76 H -0.967 -6.513 3.561
77 H -0.725 -6.932 0.985
78 C 4.858 -2.602 1.438
79 C 3.909 -3.619 0.766
80 C 2.533 -2.967 0.905
81 O 2.787 -1.563 1.025
82 C 3.908 -1.497 1.905
83 H 5.572 -2.208 0.716
84 H 5.423 -3.029 2.265
85 H 3.932 -4.597 1.243
86 H 4.171 -3.756 -0.283
87 H 2.012 -3.316 1.805
88 H 1.864 -3.122 0.065
89 H 3.572 -1.678 2.933
90 H 4.342 -0.499 1.841
91 C 2.285 1.880 3.858
92 C 2.017 1.421 2.462
93 N 2.942 1.662 1.529
94 O 0.939 0.863 2.190
95 H 3.349 1.896 4.085
96 H 1.753 1.228 4.544
97 H 1.887 2.890 3.976
98 H 3.826 2.076 1.770
99 H 2.793 1.292 0.600

---

Record 3
Formula: C37H50N5OSeTeZr
Source: the OMol25 dataset
Level of theory: the ωB97M-V functional and the def2-TZVPD basis

Results
DFT total energy in a.u.: -4504.64212
Net charge: +3

Element x y z (Å)
1 Zr -0.818 0.963 -0.195
2 C -2.418 3.819 -1.703
3 C -1.443 3.269 -2.724
4 N -0.573 2.140 -2.231
5 C -0.395 1.114 -3.302
6 C -1.569 0.162 -3.262
7 N -1.755 -0.453 -1.905
8 C -3.163 -0.957 -1.775
9 C -4.140 0.180 -1.505
10 C -4.275 0.550 -0.040
11 N -2.959 0.653 0.669
12 C -3.010 1.563 1.851
13 C -2.893 2.982 1.350
14 N -1.640 3.123 0.549
15 C -1.754 4.260 -0.411
16 H -3.189 3.073 -1.475
17 H -2.942 4.656 -2.164
18 H -0.776 4.062 -3.070
19 H -1.983 2.906 -3.598
20 H 0.353 2.535 -2.052
21 H 0.547 0.593 -3.139
22 H -0.334 1.589 -4.285
23 H -1.463 -0.621 -4.017
24 H -2.488 0.700 -3.495
25 H -1.153 -1.278 -1.875
26 H -3.180 -1.701 -0.973
27 H -3.424 -1.476 -2.700
28 H -5.128 -0.099 -1.871
29 H -3.848 1.057 -2.090
30 H -4.853 -0.213 0.490
31 H -4.808 1.493 0.071
32 H -2.799 -0.287 1.047
33 H -2.168 1.318 2.508
34 H -3.938 1.419 2.413
35 H -2.888 3.694 2.178
36 H -3.736 3.239 0.708
37 H -0.912 3.395 1.211
38 H -0.747 4.643 -0.590
39 H -2.318 5.060 0.073
40 C 5.868 -0.574 -5.198
41 C 4.810 -0.633 -4.150
42 C 4.326 -1.860 -3.690
43 C 3.348 -1.931 -2.726
44 C 2.891 -3.292 -2.268
45 C 2.794 -0.701 -2.212
46 C 1.682 -0.863 -1.383
47 O 0.866 0.030 -0.953
48 C 3.354 0.561 -2.617
49 C 3.021 1.881 -1.973
50 C 4.326 0.557 -3.582
51 H 6.132 -1.558 -5.574
52 H 6.765 -0.102 -4.789
53 H 5.539 0.050 -6.031
54 H 4.743 -2.772 -4.096
55 H 3.558 -4.052 -2.668
56 H 1.887 -3.528 -2.623
57 H 2.904 -3.388 -1.182
58 H 1.445 -1.881 -1.060
59 H 2.363 1.803 -1.114
60 H 2.601 2.569 -2.713
61 H 3.945 2.347 -1.627
62 H 4.772 1.495 -3.889
63 Te -0.414 -1.641 1.463
64 C 0.214 -1.249 3.423
65 C 1.449 -1.763 3.794
66 C 1.897 -1.561 5.095
67 C 1.112 -0.866 6.000
68 C -0.129 -0.370 5.619
69 C -0.587 -0.558 4.323
70 C -2.141 -2.756 1.892
71 C -2.085 -4.116 1.600
72 C -3.170 -4.927 1.909
73 C -4.301 -4.385 2.501
74 C -4.351 -3.031 2.801
75 C -3.273 -2.211 2.498
76 H 2.056 -2.325 3.099
77 H 2.856 -1.960 5.396
78 H 1.460 -0.720 7.013
79 H -0.746 0.154 6.336
80 H -1.564 -0.188 4.046
81 H -1.207 -4.553 1.144
82 H -3.125 -5.985 1.693
83 H -5.138 -5.023 2.745
84 H -5.222 -2.618 3.291
85 H -3.312 -1.177 2.823
86 Se 0.834 1.905 1.582
87 C 2.426 1.049 2.195
88 C 3.085 0.033 1.522
89 C 4.223 -0.507 2.099
90 N 4.716 -0.115 3.268
91 C 4.078 0.867 3.892
92 C 2.933 1.490 3.404
93 H 2.744 -0.338 0.578
94 H 4.764 -1.301 1.595
95 H 4.499 1.182 4.839
96 H 2.461 2.282 3.968

---

Record 4
Formula: C37H51BBrIN3O4P2Zn
Source: the OMol25 dataset
Level of theory: the ωB97M-V functional and the def2-TZVPD basis

Results
DFT total energy in a.u.: -7264.57421
Net charge: -1

Element x y z (Å)
1 Zn -0.395 0.733 -0.076
2 C 1.731 3.078 -4.499
3 C 0.986 2.778 -3.204
4 C 1.892 3.114 -2.009
5 C -0.263 3.669 -3.099
6 P 0.403 1.007 -2.959
7 C 2.016 0.104 -2.708
8 N 2.396 0.083 -1.307
9 B 1.551 0.235 -0.141
10 N 2.475 0.230 0.973
11 C 2.207 0.516 2.375
12 P 0.380 0.469 2.734
13 C 0.224 1.865 3.969
14 C 0.518 3.142 3.155
15 C 1.139 1.850 5.196
16 C -1.252 1.916 4.391
17 C 0.130 -1.235 3.519
18 C 0.266 -1.340 5.037
19 C -1.297 -1.635 3.108
20 C 1.113 -2.222 2.882
21 C 3.777 0.081 0.498
22 C 4.986 0.034 1.170
23 C 6.154 -0.137 0.423
24 C 6.106 -0.257 -0.960
25 C 4.888 -0.204 -1.643
26 C 3.728 -0.029 -0.907
27 C -0.149 0.230 -4.575
28 C -0.691 -1.154 -4.176
29 C 0.904 0.042 -5.668
30 C -1.325 1.059 -5.109
31 H 2.157 4.086 -4.440
32 H 1.065 3.054 -5.364
33 H 2.557 2.382 -4.676
34 H 2.113 4.186 -2.036
35 H 2.842 2.574 -2.035
36 H 1.396 2.905 -1.058
37 H 0.034 4.723 -3.150
38 H -0.769 3.511 -2.143
39 H -0.977 3.481 -3.903
40 H 2.800 0.600 -3.286
41 H 1.918 -0.907 -3.111
42 H 2.571 1.515 2.617
43 H 2.742 -0.183 3.018
44 H 1.591 3.312 3.039
45 H 0.105 4.003 3.692
46 H 0.058 3.123 2.162
47 H 2.182 1.658 4.925
48 H 0.834 1.118 5.940
49 H 1.101 2.836 5.672
50 H -1.905 2.016 3.519
51 H -1.421 2.790 5.030
52 H -1.557 1.029 4.951
53 H -0.475 -0.737 5.564
54 H 1.261 -1.045 5.374
55 H 0.112 -2.385 5.332
56 H -2.041 -0.913 3.458
57 H -1.549 -2.617 3.525
58 H -1.384 -1.694 2.019
59 H 2.100 -2.170 3.349
60 H 1.233 -2.054 1.812
61 H 0.736 -3.241 3.020
62 H 5.028 0.128 2.249
63 H 7.110 -0.178 0.931
64 H 7.024 -0.394 -1.519
65 H 4.855 -0.304 -2.721
66 H 0.105 -1.853 -3.911
67 H -1.238 -1.585 -5.021
68 H -1.378 -1.086 -3.329
69 H 1.776 -0.510 -5.304
70 H 1.247 0.986 -6.084
71 H 0.467 -0.542 -6.488
72 H -2.067 1.250 -4.328
73 H -1.822 0.515 -5.919
74 H -0.995 2.022 -5.507
75 O -7.189 -0.697 0.055
76 C -6.716 0.451 -0.090
77 O -7.259 1.565 -0.205
78 C -5.175 0.484 -0.137
79 C -4.473 -0.647 -0.546
80 C -3.098 -0.613 -0.579
81 N -2.401 0.468 -0.208
82 C -3.062 1.570 0.182
83 C -4.443 1.612 0.219
84 C -2.192 2.773 0.549
85 O -2.716 3.749 1.058
86 O -0.936 2.625 0.263
87 H -5.028 -1.538 -0.813
88 H -2.510 -1.462 -0.912
89 H -4.944 2.522 0.517
90 Br 0.616 -6.929 -0.431
91 C -0.945 -6.098 0.239
92 C -1.869 -6.906 0.889
93 C -3.031 -6.355 1.407
94 C -3.270 -4.996 1.281
95 C -2.347 -4.192 0.632
96 C -1.182 -4.736 0.100
97 I 0.144 -3.438 -0.851
98 H -1.667 -7.964 0.988
99 H -3.746 -6.993 1.911
100 H -4.171 -4.551 1.686
101 H -2.530 -3.129 0.547